(1)
A cluster of 2 separate species, C2HNO2S2 in total, computed with ωB97M-V/def2-TZVPD.

Its LUMO energy is -0.10 eV. For the HOMO-LUMO gap, the calculation gives 9.4 eV. Its structure (SMILES) is O=C1NS1.O=C=S. The relative energy (zero: lowest compared OMol25 entry of this formula, charge and spin) comes out at 0.559 eV. Its electronic energy is -1078.3894 hartree.

The geometry in XYZ format:
```
8
C2HNO2S2 | the OMol25 dataset | ωB97M-V/def2-TZVPD
C -0.81786 -0.90065 -0.60720
H -1.90727 0.49892 0.42430
C 1.74165 1.19503 0.19256
S 2.87326 0.18151 0.42873
O -0.33532 -0.95319 -1.67286
N -1.82838 -0.47759 0.16208
S -0.60545 -1.49502 1.03489
O 0.87938 1.95100 0.03750
```

Charge distribution, Löwdin scheme, values in e: -0.8937, 0.0915, -0.9135, 0.8068, 0.1114, -0.1507, 0.8528, 0.0954

(2)
A structure of composition C25H22I2N4O6RuSi, computed with ωB97M-V/def2-TZVPD.

Its LUMO energy (alpha / beta) is 1.55 / 1.55 eV. The multiplicity is 2. For the HOMO-LUMO gap (alpha / beta), the calculation gives 6.5 / 6.3 eV. The relative energy (zero: lowest compared OMol25 entry of this formula, charge and spin) comes out at 0.588 eV. Its electronic energy is -2616.3494 hartree. As for the charge: -1.

The geometry in XYZ format:
```
61
C25H22I2N4O6RuSi | the OMol25 dataset | ωB97M-V/def2-TZVPD
C -2.05055 -0.25097 -4.41163
N 0.47744 -0.88713 -1.83958
H -1.23087 2.46589 -0.68932
C -2.92893 0.58573 0.10220
C -0.39866 2.56820 -0.00412
C 3.02968 0.28477 2.27689
H -1.33454 -3.97670 3.55119
H -0.38826 0.77481 -2.74423
C 1.96248 0.26636 1.39149
H 0.24205 -3.52087 2.88563
H -3.75004 -2.89677 0.16017
H -0.93834 -2.26442 3.28686
I 3.51735 4.37479 3.63557
H 1.25300 4.83511 1.88899
C -1.28714 0.55015 -5.27909
H 3.28066 -2.20003 -3.15442
C 0.72019 -0.26709 -4.24660
C -0.82289 -3.27292 2.88761
C 1.58137 -1.56399 -1.97732
C -2.02480 -1.86538 -2.66495
C -1.33093 -5.14118 0.54857
C -0.05403 3.81048 0.55525
C -3.40190 -0.61162 -4.60615
H -3.91545 -3.71487 1.72228
H -3.53146 -1.99523 1.66640
H -1.80340 1.03405 -6.09563
O 1.55336 -0.76932 0.73804
H -3.97173 -0.13151 -5.38855
H 2.54229 -0.93579 -5.17270
Si -1.52275 -3.36947 1.15474
H -0.27259 -5.40816 0.49269
O -2.06152 0.11372 -0.77507
C 0.09044 0.32923 -5.32170
H 4.28246 1.42985 3.58622
C 1.30941 1.52772 1.15834
O -0.69862 -2.44838 0.08362
C -2.49804 0.41892 1.60194
N 0.25722 1.47074 0.29217
O -3.96491 1.11723 -0.21489
H -1.43158 -2.32224 -1.87774
I 4.02615 -1.50012 2.65308
C 0.98579 3.89025 1.43489
C 2.81994 2.66305 2.65884
H -4.97137 -1.89088 -3.95380
H -0.63317 4.68409 0.29176
H -1.76114 -5.26082 -0.44912
O -3.20514 0.86835 2.47867
Ru -0.36369 -0.53809 0.01435
N -3.24274 -2.26939 -2.88227
C 1.94758 -0.94447 -4.26541
C 2.35816 -1.63920 -3.16392
C -3.35013 -2.95355 1.17623
O -1.38453 -0.21852 1.77110
N -1.43099 -0.86656 -3.35890
C -0.10586 -0.25991 -2.99522
H 0.64129 0.53090 -6.23506
C 1.71891 2.72789 1.76737
H -1.82564 -5.85021 1.21831
C 3.44701 1.47003 2.90052
C -3.93768 -1.59117 -3.82891
H 1.93283 -2.03704 -1.06913
```

Charge distribution, Löwdin scheme, values in e: -0.1991, -0.0534, 0.1172, -0.5392, -0.0889, -0.6536, 0.0237, 0.1506, -0.4234, 0.0249, 0.0252, 0.0209, 0.8677, 0.0593, -0.0485, 0.0915, -0.1929, -0.1653, -0.1048, -0.1028, -0.1788, -0.0294, 0.0004, 0.0265, 0.0220, 0.0971, -0.2255, 0.1103, 0.1134, 0.2836, 0.0212, -0.1993, -0.0474, 0.0722, -0.1238, -0.4766, -0.5904, 0.0152, 0.0846, 0.1033, 0.8806, -0.0410, -0.6780, 0.1069, 0.1082, 0.0204, 0.0644, 1.4125, 0.1067, -0.0420, -0.0695, -0.1495, -0.1597, 0.0837, -0.2194, 0.1141, -0.2076, 0.0197, -0.2363, -0.1117, 0.1096

(3)
A cluster of 2 separate species, C27H22BrCl2F3NO7PS in total, computed with ωB97M-V/def2-TZVPD.

Its LUMO energy is -1.63 eV. For the HOMO-LUMO gap, the calculation gives 7.5 eV. Its structure (SMILES) is Cc1ccccc1Cc1cc(C)c(CC=O)c2c1C(=O)c1c(P(=N)(O)O)cc(S(=O)(=O)C(F)(F)F)c(Br)c1C2=O.ClCCl. The relative energy (zero: lowest compared OMol25 entry of this formula, charge and spin) comes out at 0.000 eV. Its electronic energy is -6157.0683 hartree.

The geometry in XYZ format:
```
65
C27H22BrCl2F3NO7PS | the OMol25 dataset | ωB97M-V/def2-TZVPD
C 0.29004 -1.09071 1.07126
H 0.74562 4.99397 0.89259
O 1.06675 -0.63459 3.28345
H 0.29662 -5.22014 -0.55867
H -0.87782 1.29220 -2.26458
C -1.04064 -1.00491 -5.28403
H -1.65735 -3.49713 -4.29491
C -1.70885 -1.37931 -4.13553
Br 3.30955 1.35904 3.16032
C -1.67206 -0.54697 -3.02269
C 0.87624 -2.30242 0.79208
H 0.17880 0.45231 -6.29454
C -1.21561 -1.34051 -0.74857
P -1.68148 3.95242 -0.12630
C -1.32754 0.76540 0.70103
N -3.00952 3.91707 0.68762
O -2.51200 1.01636 0.73476
H 2.73384 -3.37844 1.02631
C 2.04062 -2.79888 1.63925
H -3.03319 -1.70421 -1.79180
H -1.02800 -1.65286 -6.15959
F 4.80096 5.86918 0.57590
H 1.12989 -4.31147 -1.80653
C 1.83180 3.44323 1.84259
C 4.03536 4.79900 0.58192
C 0.75104 3.93890 1.15350
F 4.74996 3.70790 0.31807
C -1.11040 -4.08593 5.70524
C -0.30604 0.99113 -4.27232
H -2.90557 3.38608 -1.67730
H -2.86406 -0.00999 -1.26878
C 1.55482 -3.52924 2.89137
O 0.57391 -4.24489 2.90540
H -0.99867 -3.11136 -1.89844
C -0.63477 -2.56022 -1.03682
H 2.12193 -3.34113 3.83029
C -0.33738 0.17146 -5.38368
C 0.80142 1.27472 1.83026
H 0.26310 1.91702 -4.30488
Cl -2.06614 -5.31802 4.88096
C -2.34039 -0.86834 -1.68490
H -1.73321 -3.21409 5.87142
H -2.94389 -2.96828 -3.22865
O -1.27650 5.49761 -0.31924
H -1.69747 5.95245 0.42475
O 3.97951 4.29696 3.25909
F 3.12810 4.93085 -0.40226
C -0.76502 -0.58407 0.31834
C -2.42457 -2.71980 -4.15328
O 2.48653 5.91654 2.38710
H 2.58782 -1.91301 1.98383
H -0.26671 -3.83000 5.07666
C 0.40628 -3.05294 -0.28153
C 1.84528 2.10720 2.19885
C 0.98283 -4.38643 -0.71966
O -1.94915 3.27028 -1.54392
H -3.10022 -2.82635 -5.00753
C 0.76085 -0.20634 2.19073
C -0.30979 3.15187 0.77031
Cl -0.50706 -4.66012 7.26716
S 3.10652 4.64083 2.18727
H 1.97747 -4.57192 -0.31387
C -0.25539 1.79432 1.10062
H -2.90318 3.42704 1.56683
C -0.95379 0.63169 -3.12234
```

Charge distribution, Löwdin scheme, values in e: -0.0374, 0.1149, 0.0819, 0.0967, 0.0916, -0.0622, 0.0859, -0.2257, 0.9269, -0.1684, -0.1068, 0.1057, -0.1132, 0.5149, -0.2400, -0.1516, 0.1277, 0.1146, -0.0760, 0.1088, 0.1179, 0.1820, 0.0886, -0.2788, -0.6625, -0.0514, 0.1518, -1.0317, -0.0847, 0.0981, 0.1085, -0.2120, 0.0408, 0.1226, 0.0381, 0.1326, -0.0825, -0.0980, 0.1082, 0.5102, -0.0461, 0.0263, 0.0596, -0.1473, 0.0865, -0.3034, 0.1330, -0.0280, -0.0447, -0.2563, 0.1050, -0.0128, -0.1740, -0.5052, -0.0134, -0.1367, 0.0849, -0.2792, -0.1415, 0.4960, 0.7381, 0.0683, -0.0349, -0.0140, -0.0463